Record 1
Formula: C5H11BO
Source: the Open Molecules 2025 dataset
Level of theory: ωB97M-V/def2-TZVPD

Output
SMILES: C=CC(C)=O.BC
E_HOMO: -9.9 eV
Energy above the lowest of the compared OMol25 structures with the same formula, charge and spin: 39.2 kcal/mol

Structure (ORCA input):
```
! RIJCOSX wB97M-V def2-TZVPD def2/J DEFGRID3
* xyz 0 1
C 1.015 2.742 -1.170
C 1.593 1.707 -0.573
C 0.856 0.892 0.422
C 1.649 -0.224 1.048
O -0.295 1.119 0.716
H 1.520 3.351 -1.900
H -0.001 3.000 -0.923
H 2.612 1.420 -0.790
H 2.442 0.202 1.662
H 2.106 -0.840 0.279
H 1.000 -0.834 1.673
B -1.703 -1.610 -0.861
C -2.312 -1.930 0.543
H -0.763 -2.188 -1.262
H -2.206 -0.803 -1.543
H -2.508 -1.015 1.102
H -1.717 -2.590 1.169
H -3.288 -2.402 0.409
*
```



Record 2
Formula: C5H11BaO4
Source: the Open Molecules 2025 dataset
Level of theory: ωB97M-V/def2-TZVPD

Output
E_HOMO (alpha / beta): -7.0 / -7.9 eV
Energy above the lowest of the compared OMol25 structures with the same formula, charge and spin: 50.3 kcal/mol

Structure (ORCA input):
```
! RIJCOSX wB97M-V def2-TZVPD def2/J DEFGRID3
* xyz 0 2
C 1.166 -2.409 -1.446
O -0.172 -2.099 -1.625
C 1.585 -2.241 0.013
O 1.114 -0.944 0.414
C 0.856 -0.712 1.740
C -0.062 0.454 1.932
O -1.072 0.472 0.972
Ba -0.999 -0.374 -0.914
H 1.825 -1.763 -2.068
H 1.404 -3.454 -1.732
H 2.675 -2.294 0.151
H 1.094 -2.993 0.648
H 1.620 -1.022 2.458
H 0.530 1.401 1.873
H -0.458 0.407 2.966
O -1.843 1.954 -1.621
H -1.657 2.254 -2.513
C -1.894 3.070 -0.526
H -1.624 3.937 -1.151
H -2.759 2.859 0.120
H -1.328 3.495 0.309
*
```



Record 3
Formula: C5H11BiCdClF3O3S
Source: the Open Molecules 2025 dataset
Level of theory: ωB97M-V/def2-TZVPD

Output
E_HOMO: -0.2 eV

Structure (ORCA input):
```
! RIJCOSX wB97M-V def2-TZVPD def2/J DEFGRID3
* xyz -2 1
Bi -0.060 0.898 0.488
Cl 0.431 -1.494 -0.545
C -0.264 -0.325 2.432
H -1.045 0.188 2.986
H 0.716 -0.280 2.921
H -0.589 -1.374 2.305
Cd 2.634 -0.088 -1.169
C 3.936 -1.599 -0.250
C 1.719 -0.148 -3.159
C 2.062 1.922 -0.011
H 0.762 0.321 -3.357
H 2.463 0.310 -3.814
H 1.609 -1.197 -3.454
H 3.627 -1.954 0.741
H 4.049 -2.492 -0.903
H 4.942 -1.129 -0.150
H 2.907 2.113 0.697
H 2.140 2.746 -0.767
F -5.677 1.053 1.146
C -4.700 0.832 0.215
F -5.203 0.011 -0.732
F -4.355 2.013 -0.331
S -3.235 0.031 1.102
O -2.738 1.121 1.945
O -3.802 -1.155 1.719
O -2.327 -0.325 -0.056
*
```



Record 4
Formula: C5H11Br4Na3O
Source: the Open Molecules 2025 dataset
Level of theory: ωB97M-V/def2-TZVPD

Output
E_HOMO: -13.9 eV
Energy above the lowest of the compared OMol25 structures with the same formula, charge and spin: 36.4 kcal/mol

Structure (ORCA input):
```
! RIJCOSX wB97M-V def2-TZVPD def2/J DEFGRID3
* xyz 2 1
Na 24.142 -16.347 3.287
Na 25.675 -16.257 0.604
Na 27.094 -18.228 3.364
C 27.152 -14.656 3.399
O 26.498 -15.833 2.958
H 28.187 -14.903 3.633
H 27.237 -13.907 2.612
H 26.698 -14.113 4.228
Br 29.173 -11.171 4.655
C 27.492 -10.305 4.016
C 26.730 -9.771 5.212
Br 24.973 -9.010 4.649
H 26.953 -11.064 3.450
H 27.812 -9.556 3.291
H 27.208 -9.026 5.848
H 26.556 -10.588 5.912
Br 31.158 -17.077 1.609
C 30.137 -16.181 0.192
C 30.184 -14.714 0.486
Br 29.158 -13.639 -0.863
H 29.149 -16.631 0.094
H 30.727 -16.300 -0.717
H 31.210 -14.382 0.647
H 29.637 -14.470 1.397
*
```



Record 5
Formula: C5H11BrN
Source: the Open Molecules 2025 dataset
Level of theory: ωB97M-V/def2-TZVPD

Output
SMILES: C[N+](C)(C)/C=C/Br
E_HOMO: -13.1 eV
Energy above the lowest of the compared OMol25 structures with the same formula, charge and spin: 88.6 kcal/mol

Structure (ORCA input):
```
! RIJCOSX wB97M-V def2-TZVPD def2/J DEFGRID3
* xyz 1 1
C -0.844 0.131 1.417
N -0.274 0.107 0.062
C -0.587 -1.271 -0.549
C -1.070 0.993 -0.866
C 1.117 0.521 0.118
C 2.366 -0.384 -0.229
Br 4.052 0.142 -0.134
H -1.898 -0.106 1.505
H -0.308 -0.504 2.042
H -0.665 1.098 1.854
H 0.075 -2.061 -0.343
H -1.569 -1.358 -0.149
H -0.548 -1.152 -1.608
H -1.804 0.546 -1.546
H -1.548 1.751 -0.174
H -0.316 1.414 -1.520
H 1.381 1.594 0.175
H 2.442 -1.460 -0.058
*
```



Record 6
Formula: C5H11BrO2
Source: the Open Molecules 2025 dataset
Level of theory: ωB97M-V/def2-TZVPD

Output
E_HOMO (alpha / beta): -7.9 / -6.2 eV
Energy above the lowest of the compared OMol25 structures with the same formula, charge and spin: 88.4 kcal/mol

Structure (ORCA input):
```
! RIJCOSX wB97M-V def2-TZVPD def2/J DEFGRID3
* xyz 0 1
C 1.666 0.732 -0.237
C 0.441 -0.420 -2.276
C -1.108 -0.082 1.800
C -0.398 -1.121 1.075
C 0.517 0.691 -1.170
O -2.005 -0.497 2.821
O -0.304 1.661 -1.305
Br -1.611 -2.289 0.142
H 2.164 1.525 -0.655
H 1.447 1.034 0.797
H 2.253 -0.159 -0.058
H 0.096 -0.089 -3.330
H 1.420 -0.696 -2.520
H -0.170 -1.183 -1.888
H -1.662 0.597 1.191
H -0.322 0.478 2.437
H 0.439 -1.532 1.425
H -2.760 -0.984 2.352
H -0.103 2.336 -0.599
*
```



Record 7
Formula: C5H11BrTa
Source: the Open Molecules 2025 dataset
Level of theory: ωB97M-V/def2-TZVPD

Output
E_HOMO: -4.8 eV

Structure (ORCA input):
```
! RIJCOSX wB97M-V def2-TZVPD def2/J DEFGRID3
* xyz -1 1
C 2.770 -1.834 0.405
C 2.168 -0.822 0.111
Ta 1.210 1.071 -0.654
C -0.577 0.892 0.797
Br -0.208 0.087 2.559
C -1.816 0.226 0.204
C -1.675 -1.283 -0.028
H 3.293 -2.734 0.624
H 0.345 0.207 -2.058
H 0.246 2.503 -1.297
H 2.161 2.286 0.379
H 2.543 1.332 -1.917
H -0.843 1.921 1.049
H -2.679 0.418 0.853
H -2.009 0.734 -0.745
H -0.631 -1.594 0.018
H -2.056 -1.560 -1.012
H -2.243 -1.850 0.709
*
```



Record 8
Formula: C5H11Cl8Hg2O
Source: the Open Molecules 2025 dataset
Level of theory: ωB97M-V/def2-TZVPD

Output
E_HOMO: -17.7 eV
Energy above the lowest of the compared OMol25 structures with the same formula, charge and spin: 108.2 kcal/mol

Structure (ORCA input):
```
! RIJCOSX wB97M-V def2-TZVPD def2/J DEFGRID3
* xyz 3 1
Hg 3.758 2.898 0.172
Hg -0.984 4.328 2.018
C -0.294 0.457 0.021
O 0.500 1.583 0.376
H -1.113 0.791 -0.616
H 0.280 -0.233 -0.598
H -0.678 0.024 0.944
C -1.044 -0.729 5.342
Cl 0.599 -1.596 5.256
Cl -0.821 1.067 5.259
H -1.737 -1.081 4.578
H -1.433 -0.978 6.329
C -4.087 3.258 -2.568
Cl -2.668 4.175 -2.040
Cl -4.876 4.020 -3.973
H -3.729 2.267 -2.848
H -4.744 3.255 -1.698
C 2.012 -4.089 0.919
Cl 0.772 -4.787 -0.146
Cl 2.988 -5.420 1.654
H 2.599 -3.409 0.302
H 1.539 -3.523 1.721
C 2.605 -0.518 -4.006
Cl 2.812 -0.916 -5.679
Cl 2.772 1.217 -3.546
H 1.643 -0.928 -3.696
H 3.329 -1.133 -3.474
*
```



Record 9
Formula: C5H11ClN
Source: the Open Molecules 2025 dataset
Level of theory: ωB97M-V/def2-TZVPD

Output
E_HOMO (alpha / beta): -12.9 / -13.3 eV
Energy above the lowest of the compared OMol25 structures with the same formula, charge and spin: 224.0 kcal/mol

Structure (ORCA input):
```
! RIJCOSX wB97M-V def2-TZVPD def2/J DEFGRID3
* xyz 1 1
C 2.352 -1.734 -0.500
C 1.576 0.882 0.372
C -0.384 2.094 0.360
C -0.525 -0.253 0.790
C -0.534 0.580 -1.410
N 0.107 0.834 -0.083
Cl 2.603 -0.442 0.516
H 2.186 -2.531 0.222
H 1.676 -1.635 -1.408
H 0.300 2.288 1.311
H 0.138 2.792 -0.367
H -1.422 2.117 0.587
H 0.108 -0.415 1.580
H -1.496 -0.031 1.062
H -0.549 -1.228 0.178
H -0.036 1.258 -2.200
H -0.383 -0.487 -1.772
H -1.626 0.579 -1.423
*
```



Record 10
Formula: C5H11ClN
Source: the Open Molecules 2025 dataset
Level of theory: ωB97M-V/def2-TZVPD

Output
SMILES: C=C(Cl)[C@@H]([NH3+])CC
E_HOMO: -14.1 eV
Energy above the lowest of the compared OMol25 structures with the same formula, charge and spin: 35.2 kcal/mol

Structure (ORCA input):
```
! RIJCOSX wB97M-V def2-TZVPD def2/J DEFGRID3
* xyz 1 1
C 1.212 1.726 -0.891
C 1.259 0.485 -0.428
Cl 2.615 -0.090 0.506
C 0.114 -0.424 -0.429
N 0.649 -1.804 -0.421
C -0.926 -0.425 0.778
C -1.717 0.840 0.819
H 1.891 2.420 -0.703
H 0.384 2.213 -1.401
H -0.408 -0.355 -1.433
H 1.360 -1.889 0.342
H 1.281 -2.028 -1.286
H -0.097 -2.519 -0.410
H -0.256 -0.401 1.683
H -1.533 -1.278 0.904
H -2.622 0.854 0.105
H -0.951 1.722 0.576
H -2.256 0.954 1.690
*
```



Record 11
Formula: C5H11ClN2
Source: the Open Molecules 2025 dataset
Level of theory: ωB97M-V/def2-TZVPD

Output
SMILES: CC(C)(C)/C(N)=N/Cl
E_HOMO: -9.7 eV
Energy above the lowest of the compared OMol25 structures with the same formula, charge and spin: 49.4 kcal/mol

Structure (ORCA input):
```
! RIJCOSX wB97M-V def2-TZVPD def2/J DEFGRID3
* xyz 0 1
C 0.610 0.396 1.383
C -0.242 -0.098 0.297
C -0.022 -1.716 0.034
C -1.704 0.009 0.640
C 0.167 0.531 -1.019
N 1.654 0.151 -1.317
N -0.591 1.273 -1.647
Cl -0.130 2.141 -3.021
H 0.411 -0.095 2.368
H 0.254 1.517 1.760
H 1.689 0.650 1.247
H 1.102 -1.768 0.014
H -0.579 -2.035 -0.917
H -0.498 -2.176 0.831
H -2.062 -0.309 1.669
H -2.008 1.048 0.619
H -2.227 -0.552 -0.064
H 2.174 0.582 -0.630
H 2.005 0.452 -2.247
*
```



Record 12
Formula: C5H11DyO3
Source: the Open Molecules 2025 dataset
Level of theory: ωB97M-V/def2-TZVPD

Output
E_HOMO (alpha / beta): -17.8 / -18.0 eV

Structure (ORCA input):
```
! RIJCOSX wB97M-V def2-TZVPD def2/J DEFGRID3
* xyz 2 6
O 1.219 -0.641 0.432
H 1.455 0.170 1.633
C -2.924 0.201 0.230
O -1.553 0.190 -0.153
C -0.988 -1.091 -0.456
C 0.060 -1.430 0.587
H -3.220 1.250 0.336
H -3.507 -0.289 -0.561
H -3.061 -0.329 1.183
H -0.565 -1.041 -1.467
H -1.768 -1.863 -0.446
H 0.364 -2.473 0.438
H -0.337 -1.332 1.608
C 2.229 1.322 -1.277
C 2.500 0.728 0.003
O 1.823 1.366 1.064
Dy -0.161 1.966 0.061
H 2.627 2.335 -1.417
H 2.330 0.623 -2.113
H 3.477 0.340 0.315
*
```



no.,electronic energy (eV)
1,-8085.47776
2,-14241.48251
3,-53417.88075
4,-300815.60695
5,-76885.65947
6,-79496.03530
7,-76951.73528
8,-115897.65970
9,-19359.61299
10,-19367.79993
11,-20863.75273
12,-35567.00808